No. 1
Density functional theory data (ωB97M-V/def2-TZVPD) for a structure of composition C45H26Br2I4N4Tm in a non-equilibrium geometry.

Its spin multiplicity is 3. Its electronic energy is -9373.356547 hartree. The HOMO-LUMO gap (alpha / beta) comes out at 5.5 / 5.5 eV. The calculation puts the LUMO energy (alpha / beta) at -4.24 / -4.24 eV. Its total charge is +1. Its relative energy (zero: lowest compared OMol25 entry of this formula, charge and spin) is 0.0 kJ/mol.

Last column: Mulliken charge in e.
Cartesian coordinates (Å):
Tm  0.0520  -0.0936  -0.2198  0.41
I  -3.0132  1.3722  -9.1045  0.12
C  -2.6388  1.3546  -7.0254  -0.22
C  -2.4236  0.1472  -6.3807  -0.65
C  -2.1303  0.1395  -5.0295  -0.29
C  -2.0244  1.3325  -4.3149  -0.47
C  -2.2805  2.5317  -4.9700  -0.30
C  -2.5969  2.5443  -6.3169  -0.54
C  -1.5490  1.2523  -2.9126  1.53
C  -2.3851  0.6086  -1.9718  0.45
C  -3.7913  0.3519  -2.1239  -1.59
C  -4.2209  -0.2510  -0.9816  -1.10
C  -3.0780  -0.4176  -0.1227  0.22
C  -3.0498  -1.1988  1.0556  1.81
C  -4.3470  -1.6471  1.6041  -0.25
C  -5.2683  -0.6816  2.0071  -0.29
C  -6.4627  -1.0486  2.5976  -0.73
C  -6.7544  -2.3921  2.7749  -0.17
I  -8.6039  -2.9596  3.6318  0.11
C  -5.8505  -3.3655  2.3810  -0.69
C  -4.6539  -2.9914  1.7984  -0.50
C  -1.8965  -1.5839  1.7752  0.46
N  -0.6345  -1.1105  1.5200  -0.02
C  0.2283  -1.6673  2.4288  -0.15
C  1.5704  -1.2762  2.6155  2.26
C  2.3796  -2.1079  3.5347  -0.81
C  2.8776  -1.6070  4.7334  -0.28
C  3.6460  -2.4051  5.5612  -0.67
C  3.9321  -3.7085  5.1879  -0.17
I  5.1291  -4.9172  6.4392  0.12
C  3.4446  -4.2246  3.9986  -0.84
C  2.6676  -3.4246  3.1828  0.14
C  2.2089  -0.1766  2.0105  0.35
C  3.5266  0.3155  2.3105  -1.34
C  3.7586  1.3730  1.4883  -1.36
C  2.6075  1.5176  0.6346  0.10
N  1.6755  0.5862  1.0034  -0.27
C  2.5389  2.3527  -0.4972  1.68
C  1.5755  2.3181  -1.5254  0.19
C  1.6319  3.0001  -2.7915  -1.26
C  0.5316  2.6293  -3.5028  -1.20
C  -0.2572  1.7677  -2.6604  0.26
N  0.4239  1.5808  -1.4861  -0.52
C  3.6285  3.3460  -0.6212  -0.58
C  3.6424  4.4396  0.2402  -0.10
C  4.6471  5.3837  0.1523  -0.71
C  5.6542  5.2217  -0.7854  -0.11
I  7.2039  6.6545  -0.9074  0.12
C  5.6537  4.1364  -1.6455  -0.70
C  4.6367  3.2040  -1.5667  -0.07
C  -0.5107  -2.5745  3.2595  -1.38
C  -1.8170  -2.5050  2.8785  -1.29
N  -1.9961  0.1565  -0.7368  -0.19
H  -2.4712  -0.7799  -6.9305  0.40
H  -1.9474  -0.8013  -4.5282  0.47
H  -2.2334  3.4606  -4.4200  0.57
H  -2.7976  3.4809  -6.8130  0.41
H  -4.3870  0.6284  -2.9730  0.58
H  -5.2194  -0.5650  -0.7520  0.60
H  -5.0326  0.3641  1.8776  0.52
H  -7.1593  -0.2892  2.9188  0.40
H  -6.0724  -4.4108  2.5242  0.40
H  -3.9625  -3.7501  1.4677  0.63
H  2.6554  -0.5913  5.0243  0.60
H  4.0149  -2.0153  6.4982  0.40
H  3.6645  -5.2406  3.7086  0.41
H  2.3045  -3.8213  2.2445  0.30
H  4.1876  -0.0912  3.0500  0.58
H  4.6472  1.9689  1.4438  0.54
H  2.4230  3.6506  -3.1095  0.57
H  0.2837  2.9357  -4.5010  0.59
H  2.8585  4.5551  0.9732  0.54
H  4.6494  6.2365  0.8120  0.40
H  6.4411  4.0127  -2.3718  0.40
H  4.6312  2.3465  -2.2239  0.53
H  -0.0832  -3.1462  4.0606  0.57
H  -2.6435  -3.0247  3.3239  0.64
Br  -0.8905  -2.8621  -1.3086  0.04
C  0.8446  -3.4794  -0.7000  -0.22
Br  2.1149  -2.0203  -0.9833  0.05
H  1.1585  -4.3440  -1.2836  0.51
H  0.7820  -3.6936  0.3676  0.03

Force components x, y, z for each atom (eV/Å):
Tm 0.9860 -1.9746 -1.4681
I 0.0517 0.0136 0.4976
C -0.1193 -0.0129 -0.4401
C -0.0380 -0.0295 -0.1147
C 0.0130 0.1361 0.0426
C -0.1455 -0.0847 -0.1761
C -0.0013 -0.0759 0.1810
C -0.0140 0.0681 -0.1610
C 0.2541 0.0750 0.2025
C 0.0088 0.1404 0.0713
C 0.0663 -0.1064 0.1290
C 0.1867 0.0852 -0.1224
C -0.0830 -0.1436 0.0629
C 0.3478 0.0466 -0.0523
C -0.2557 -0.0045 0.1201
C 0.1128 -0.1663 0.0086
C -0.1904 -0.0176 0.0177
C -0.4533 -0.1135 0.2273
I 0.4914 0.1427 -0.1956
C -0.1137 -0.0490 0.0340
C -0.0088 0.2158 -0.1647
C 0.0195 0.1562 -0.1091
N -0.6059 -0.2882 1.4283
C -0.0770 0.2334 -0.0619
C -0.0492 0.1855 -0.1654
C 0.1033 -0.0919 0.1489
C -0.0944 -0.0941 -0.1030
C 0.0979 -0.0543 0.1448
C 0.2863 -0.3035 0.3163
I -0.2795 0.2683 -0.2775
C 0.0514 -0.1063 0.0792
C -0.0029 0.1780 0.0249
C -0.1503 -0.0423 0.0733
C -0.0796 0.1446 -0.2482
C -0.1359 -0.2007 0.1171
C -0.0480 0.0104 -0.0902
N 0.6461 0.5428 0.8396
C -0.1279 -0.1563 -0.0345
C -0.0113 0.0256 0.1607
C -0.1858 -0.1749 0.0744
C 0.1220 -0.0387 0.1177
C -0.1332 -0.0437 0.1395
N 0.0631 1.2758 -0.4651
C 0.1419 0.1606 -0.0632
C 0.0187 -0.1345 -0.1712
C 0.1614 0.1030 0.0227
C 0.3718 0.3962 -0.0501
I -0.3592 -0.3407 0.0224
C 0.1633 0.0830 -0.0859
C -0.1376 -0.0189 0.1763
C -0.0533 0.0330 -0.1656
C 0.1844 0.1156 0.0115
N -1.3190 0.4314 -0.0654
H -0.0095 -0.0748 -0.0394
H 0.0251 -0.0600 0.0301
H 0.0044 0.0950 0.0286
H -0.0035 0.0807 -0.0527
H -0.0553 0.0023 -0.1760
H -0.1937 -0.0996 0.0215
H 0.0157 0.1186 0.0002
H -0.0669 0.0286 0.0108
H -0.0712 -0.1029 -0.0070
H 0.1099 -0.1280 -0.0303
H -0.0526 0.1039 0.0410
H 0.0371 0.0296 0.0350
H 0.0471 -0.0665 -0.0031
H -0.0649 -0.0278 -0.0577
H 0.1478 -0.0604 0.0832
H 0.1929 0.1624 -0.0376
H 0.0944 0.1545 -0.0554
H -0.0594 0.0205 -0.1282
H -0.0998 0.0069 0.0829
H 0.0061 0.0828 0.0719
H 0.0934 0.0155 -0.0637
H 0.0328 -0.0637 -0.0946
H -0.0124 -0.1273 0.1574
H -0.0798 -0.0148 0.0889
Br 0.1796 -0.3637 -0.0649
C -0.1027 0.0442 -0.1186
Br 0.2146 -0.5790 -0.0031
H -0.0459 0.2591 0.0554
H 0.0399 0.1646 -0.2151

***

No. 2
Density functional theory data (ωB97M-V/def2-TZVPD) for a structure of composition C45H27I2N10OW in a non-equilibrium geometry.

Its electronic energy is -3015.355302 hartree. The HOMO-LUMO gap comes out at 5.3 eV. The calculation puts the LUMO energy at -10.43 eV. Its total charge is +3. Its relative energy (zero: lowest compared OMol25 entry of this formula, charge and spin) is 0.0 kJ/mol.

Last column: Mulliken charge in e.
Cartesian coordinates (Å):
W  0.1027  -0.0616  0.1120  2.74
C  4.1647  0.1549  3.6078  -1.16
C  3.2550  -0.4537  4.4571  -0.91
C  2.0064  -1.0286  3.9627  -0.71
C  1.7473  -0.7473  2.5898  0.04
C  0.4818  -1.1551  1.9457  1.90
N  1.7118  -3.0635  0.8499  -0.83
C  2.3246  -0.2302  0.2464  -0.13
N  2.5062  -2.0487  -1.7551  -0.75
C  1.4051  -1.6793  -2.2873  -0.08
C  0.9447  -2.1139  -3.6024  -0.06
C  1.4001  -3.1411  -4.4322  -0.52
C  0.6994  -3.3223  -5.5920  -0.55
C  -0.3607  -2.4523  -5.9646  -0.67
C  -0.6626  -1.2898  -5.2127  -0.48
C  -0.0145  -1.1622  -3.9936  0.23
C  -0.2024  -0.2653  -2.9307  -0.13
N  -0.9648  0.8259  -3.0719  -0.40
C  -1.2614  1.6547  -2.1237  -0.90
N  -1.0195  1.4742  -0.7417  0.78
C  -1.5307  2.6603  -0.1404  0.37
N  -1.8220  2.9365  1.1246  -0.57
C  -1.6901  1.9161  1.9440  0.19
N  -0.9918  0.7848  1.8020  0.36
C  -1.1972  -0.0876  2.9072  0.17
N  -0.5410  -1.1909  2.9530  -0.85
C  -2.0185  0.6510  3.9045  0.15
C  -2.3538  0.4422  5.2030  -0.41
C  -2.5947  1.6031  6.0136  -0.55
C  -2.7565  2.8113  5.4228  -0.65
C  -2.6153  2.9954  4.0280  -0.63
C  -2.2244  1.8887  3.2768  0.07
C  -1.9881  3.6387  -1.1667  -0.22
C  -2.5168  4.8965  -1.0162  -0.15
C  -2.9254  5.5061  -2.2730  -0.78
C  -2.8775  4.7810  -3.4153  -0.76
C  -2.2294  3.4944  -3.5065  -0.31
C  -1.8196  2.9716  -2.3343  0.65
N  0.5722  -0.6296  -1.8388  0.76
C  2.6638  -0.1626  1.7488  -0.30
C  3.8531  0.2949  2.2253  -0.07
H  5.0459  0.5977  4.1245  0.42
H  3.4842  -0.3786  5.4818  0.48
H  1.3173  -1.5391  4.6731  0.49
H  2.0620  -3.8703  -3.9601  0.48
H  1.0123  -4.0706  -6.3521  0.42
H  -0.8852  -2.6183  -6.8807  0.48
H  -1.4711  -0.6298  -5.5196  0.54
H  -2.2005  -0.6044  5.6170  0.41
H  -2.7702  1.4661  7.0652  0.46
H  -2.8840  3.6764  6.0328  0.45
H  -2.8091  3.9295  3.5467  0.55
H  -2.6269  5.3861  -0.0635  0.60
H  -3.3894  6.5140  -2.1728  0.42
H  -3.2498  5.2068  -4.3497  0.45
H  -2.3369  2.9743  -4.4296  0.59
H  4.6023  0.7868  1.5993  0.50
I  6.9353  0.1345  -1.9411  0.27
C  4.9247  -0.0436  -1.3830  -0.92
C  4.0271  1.0451  -1.8905  0.29
C  2.9324  1.5845  -1.4674  -1.15
I  2.1515  3.3408  -2.3143  0.17
C  2.2520  1.0719  -0.3050  1.04
O  1.2513  1.6849  0.2677  -0.65
C  3.0160  -1.4900  -0.5082  2.92
C  3.0393  -2.6512  0.4503  -2.48
N  0.5102  -2.1898  0.9475  0.37
C  -0.6309  -3.1291  1.0215  -1.35
C  -1.9067  -2.5417  0.5619  0.94
C  -3.0913  -3.1834  0.5612  -1.25
C  -4.1688  -2.7007  -0.1475  -0.44
C  -4.0783  -1.3687  -0.6129  -1.31
C  -2.9168  -0.6954  -0.5240  -0.12
N  -1.7668  -1.2453  0.0055  0.25
C  4.4801  -1.0878  -0.7061  -1.26
H  4.4891  1.4039  -2.8360  0.48
H  3.6827  -2.3532  1.2332  0.65
H  3.4316  -3.5056  -0.1241  0.62
H  1.7845  -3.5550  1.7286  0.31
H  -0.7092  -3.3973  2.0809  0.43
H  -0.2812  -3.9411  0.4145  0.79
H  -3.2621  -4.1847  0.9906  0.48
H  -4.9931  -3.3354  -0.3651  0.53
H  -4.9765  -0.9778  -1.1235  0.49
H  -2.8176  0.2817  -0.9010  0.54
H  5.1301  -1.8942  -0.4517  0.74

Force components x, y, z for each atom (eV/Å):
W -0.3735 0.2171 0.8729
C -0.5375 0.4860 -0.1413
C -1.8612 -0.7069 -1.7961
C 1.7091 1.7508 -0.0407
C -0.0664 -1.5293 1.7952
C -0.3808 -0.5824 0.7901
N -1.4179 -0.1560 0.0319
C 0.6892 -2.2977 0.2459
N -1.2249 0.9472 -0.2076
C 2.0657 -0.7195 0.6259
C 0.1221 0.2216 -0.5839
C -0.5111 0.0868 2.4279
C -0.5147 0.1458 -2.2086
C 0.7925 1.2293 0.9635
C -0.5302 -1.4937 -0.8076
C 0.4462 -1.4841 -0.7253
C -0.0486 1.0756 0.9084
N -0.1156 -0.4198 -0.0344
C 1.3677 -0.0682 1.4449
N -1.3925 1.6864 -0.7382
C -0.7781 0.9495 0.4419
N 0.6111 -0.6724 -1.9381
C 0.5806 -1.0885 1.8104
N 0.6714 -1.1116 -1.8950
C 0.1257 -0.4233 0.7742
N -0.8841 1.0525 -0.7484
C 0.2589 -0.0613 -1.7208
C 1.1033 -1.0701 1.6675
C -0.6845 -2.4467 -0.7169
C 0.4452 1.1942 -1.1855
C -0.2035 -1.2209 0.2166
C -0.6742 1.6611 1.6278
C 0.9779 -0.6698 2.7468
C -0.1381 0.1903 -2.0592
C -0.4502 0.5697 3.2122
C 1.0488 -0.8446 -1.9433
C -2.1850 2.0783 -0.3420
C 0.0644 -1.0310 -1.9298
N -1.3974 1.0783 0.3748
C -0.0326 -0.3316 -1.0273
C 2.0387 0.5971 1.2212
H -0.5388 -0.3254 -1.0585
H 0.0016 -0.5654 1.2021
H 0.4887 0.5669 -0.9446
H 0.2642 0.2527 -0.7576
H -0.4110 0.2800 0.9207
H -0.1813 -0.1513 -0.3962
H 0.3210 0.0089 0.0126
H -0.3634 1.6219 -0.2149
H 0.1447 0.0710 0.2656
H -0.3847 0.4572 0.3242
H 0.0992 0.5321 -0.0473
H 0.0124 0.0430 0.0768
H 0.4467 -0.9122 -0.5604
H 0.0076 -0.0762 0.3533
H 0.5108 -0.4349 -0.4929
H -0.3520 -0.2023 -0.0390
I -0.2866 0.0589 0.1931
C -0.9395 0.9800 -0.0138
C 4.4824 -1.9179 -2.5903
C -2.9869 1.5369 1.7107
I 0.0177 -0.2559 -0.0256
C -0.4948 1.2232 -0.2431
O 0.5209 -0.7494 -0.6810
C 0.0385 1.7422 0.4393
C -0.6126 0.1994 -1.2906
N 1.4282 0.6449 0.2977
C 0.4190 0.3685 0.6885
C 1.7662 3.2614 -1.1380
C -1.4935 -2.2240 0.0756
C 1.0192 2.0016 -0.1359
C -2.3268 -1.7768 -0.6600
C 1.6926 -0.6557 0.8098
N -1.2820 -1.5812 0.3721
C -0.7493 -1.0845 -0.5247
H -0.5650 0.2955 0.7048
H 0.6126 -0.1181 1.2613
H 0.1703 0.2489 0.4348
H -0.2859 -0.0593 0.3397
H -0.1231 -0.4406 -0.1904
H -0.3347 -0.7004 -0.2408
H 0.8008 0.5083 -0.0813
H -0.7770 -0.1668 0.1224
H 0.8413 0.1778 0.3118
H -0.1072 0.7848 -0.2420
H 0.7736 -0.2555 0.2418